This record from OMol25 describes 2 unconnected molecules or ions with the total composition C3H9N2O2. The level of theory is ωB97M-V/def2-TZVPD.

Summary:
* max |F|: 0.89 eV/Å
* E: -10334.1209 eV
* net charge: -1
* energy relative to the best compared isomer or geometry (same formula, charge and spin): 24.5 kJ/mol

Each line ends with the Löwdin charge.
Element x y z (Å)
1 C 1.5881 0.3039 -0.1483  -0.133
2 C 0.8012 0.6998 1.0916  -0.340
3 N 1.2157 2.0570 1.5465  -0.049
4 H 2.6590 0.3714 0.0518  0.057
5 H 1.3068 -0.7152 -0.3925  0.043
6 H 1.2611 0.9021 -0.9959  0.058
7 H -0.2709 0.6374 0.9202  0.088
8 H 1.0554 0.0433 1.9294  0.098
9 H 0.8516 2.7340 0.8878  0.044
10 H 0.8051 2.2733 2.4446  0.033
11 N -2.6251 -1.7878 -1.2806  0.072
12 C -1.3528 -1.2061 -1.0314  -0.864
13 O -0.6893 -1.7278 -0.1059  -0.106
14 O -1.0414 -0.2249 -1.7464  -0.100
15 H -2.9254 -1.6233 -2.2245  0.048
16 H -2.6392 -2.7371 -0.9464  0.050